1.
C21H26F3N5O2 in the gas phase. Source: OMol25; level of theory: ωB97M-V with the def2-TZVPD basis set.

Geometry (Å):
C (-0.273, -2.481, 2.417)
C (-1.332, -2.054, 1.464)
C (-2.587, -1.496, 1.763)
C (-3.200, -1.286, 0.546)
C (-4.523, -0.688, 0.242)
N (-2.321, -1.707, -0.395)
C (-2.475, -1.783, -1.819)
C (-2.600, -0.416, -2.509)
N (-1.449, 0.437, -2.338)
C (-1.481, 1.527, -1.533)
O (-2.426, 1.759, -0.808)
C (-0.286, 2.452, -1.670)
C (0.355, 2.759, -0.302)
C (-0.717, 3.451, 0.547)
O (-1.119, 4.552, 0.231)
N (-1.131, 2.816, 1.654)
C (-0.695, 1.490, 2.007)
C (0.781, 1.374, 1.660)
N (0.936, 1.535, 0.230)
C (2.313, 1.344, -0.187)
C (2.664, -0.118, -0.297)
C (1.655, -1.056, -0.468)
C (1.938, -2.403, -0.593)
C (3.251, -2.842, -0.558)
C (4.274, -1.926, -0.401)
C (3.985, -0.572, -0.274)
C (5.119, 0.399, -0.108)
F (5.128, 0.989, 1.106)
F (6.325, -0.167, -0.247)
F (5.080, 1.405, -1.006)
N (-1.194, -2.176, 0.155)
H (-0.171, -1.751, 3.218)
H (0.675, -2.588, 1.898)
H (-0.536, -3.440, 2.865)
H (-2.985, -1.279, 2.733)
H (-5.014, -1.206, -0.581)
H (-4.399, 0.362, -0.023)
H (-5.158, -0.744, 1.123)
H (-3.365, -2.373, -2.067)
H (-1.590, -2.309, -2.186)
H (-2.768, -0.586, -3.577)
H (-3.449, 0.132, -2.096)
H (-0.616, 0.219, -2.860)
H (-0.658, 3.393, -2.080)
H (0.458, 2.032, -2.347)
H (1.128, 3.531, -0.459)
H (-1.930, 3.215, 2.123)
H (-0.849, 1.338, 3.077)
H (-1.264, 0.732, 1.456)
H (1.156, 0.385, 1.931)
H (1.351, 2.134, 2.226)
H (2.452, 1.793, -1.176)
H (3.005, 1.857, 0.501)
H (0.631, -0.720, -0.478)
H (1.120, -3.098, -0.704)
H (3.482, -3.892, -0.651)
H (5.301, -2.256, -0.376)

The multiplicity is 1. The lowest unoccupied orbital energy is 0.56 eV. For the energy above the lowest of the compared OMol25 structures with the same formula, charge and spin, the calculation gives 0.00 kJ/mol. The value obtained for the gap between HOMO and LUMO is 9.468 eV. As for the SMILES: Cc1cc(C)n(CCNC(=O)C[C@H]2C(=O)NCCN2Cc2ccccc2C(F)(F)F)n1.

2.
A molecular structure, CHCuLiO3 at a distorted geometry. Source: OMol25; level of theory: ωB97M-V with the def2-TZVPD basis set.

Geometry (Å):
O (-1.637, -0.619, 2.342)
H (-2.028, -0.646, 3.214)
Cu (-2.115, 0.175, 0.541)
O (-4.141, 1.387, -1.203)
C (-3.187, 0.605, -1.632)
O (-2.751, 0.918, -2.812)
Li (-4.371, 2.221, -3.113)

The multiplicity is 1. Its net charge is -1. The lowest unoccupied orbital energy is 1.91 eV. For the energy above the lowest of the compared OMol25 structures with the same formula, charge and spin, the calculation gives 9.30 kJ/mol. The value obtained for the gap between HOMO and LUMO is 4.807 eV.

3.
2 unconnected molecules or ions with the total composition C7H17ClNO4S2. Source: OMol25; level of theory: ωB97M-V with the def2-TZVPD basis set.

Geometry (Å):
C (2.824, -0.191, -1.228)
C (2.710, 1.188, -0.570)
C (2.043, 2.268, -1.402)
Cl (2.991, 2.707, -2.836)
S (0.450, 1.674, -2.053)
C (-0.808, 2.255, -0.923)
C (-2.160, 1.670, -1.342)
N (-2.260, 0.264, -0.974)
H (3.855, -0.532, -1.228)
H (2.245, -0.929, -0.677)
H (2.472, -0.199, -2.258)
H (3.703, 1.584, -0.358)
H (2.197, 1.138, 0.392)
H (1.885, 3.183, -0.836)
H (0.279, 2.524, -3.072)
H (-0.801, 3.342, -0.858)
H (-0.530, 1.865, 0.059)
H (-2.932, 2.276, -0.869)
H (-2.285, 1.771, -2.423)
H (-2.274, -0.334, -1.787)
H (-1.446, -0.013, -0.437)
C (-1.855, -3.237, 1.868)
C (-0.904, -3.376, 3.039)
O (0.073, -2.340, 2.801)
S (-0.621, -1.087, 2.132)
O (-0.932, -0.105, 3.099)
O (0.123, -0.718, 0.968)
O (-1.960, -1.811, 1.682)
H (-1.449, -3.682, 0.959)
H (-2.844, -3.637, 2.070)
H (-0.396, -4.335, 3.067)
H (-1.395, -3.183, 3.993)

The multiplicity is 1. Its net charge is +1. The lowest unoccupied orbital energy is -3.14 eV. The value obtained for the gap between HOMO and LUMO is 9.831 eV.

4.
A molecular structure, C33H38N2O4PPtS. Source: OMol25; level of theory: ωB97M-V with the def2-TZVPD basis set.

Geometry (Å):
Pt (0.146, -0.081, -0.853)
O (2.361, 0.629, -0.780)
S (2.967, -0.715, -0.639)
O (4.212, -0.919, -1.305)
O (1.896, -1.699, -0.991)
C (3.211, -0.943, 1.106)
C (4.471, -1.312, 1.543)
C (4.693, -1.544, 2.895)
C (3.651, -1.422, 3.799)
C (2.387, -1.059, 3.353)
C (2.149, -0.797, 2.007)
P (0.464, -0.334, 1.499)
C (0.042, 1.225, 2.310)
C (0.880, 1.890, 3.202)
C (0.500, 3.119, 3.723)
C (-0.715, 3.685, 3.367)
C (-1.549, 3.032, 2.469)
C (-1.167, 1.815, 1.931)
C (-0.566, -1.650, 2.193)
C (-1.866, -1.393, 2.625)
C (-2.689, -2.437, 3.020)
C (-2.226, -3.744, 2.982)
C (-0.934, -4.007, 2.547)
C (-0.108, -2.967, 2.148)
H (5.267, -1.417, 0.818)
H (5.680, -1.828, 3.234)
H (3.814, -1.613, 4.851)
H (1.573, -0.986, 4.066)
H (1.835, 1.467, 3.481)
H (1.159, 3.633, 4.411)
H (-1.009, 4.640, 3.783)
H (-2.491, 3.477, 2.175)
H (-1.804, 1.330, 1.199)
H (-2.240, -0.378, 2.667)
H (-3.693, -2.223, 3.361)
H (-2.868, -4.556, 3.297)
H (-0.563, -5.024, 2.530)
H (0.900, -3.183, 1.812)
C (-1.632, -4.485, -3.166)
N (-0.547, -3.698, -2.521)
C (-0.077, -2.607, -3.427)
C (-0.933, -3.220, -1.115)
C (-2.031, -2.202, -1.128)
C (-3.358, -2.634, -1.113)
C (-4.399, -1.723, -1.157)
C (-4.108, -0.368, -1.223)
C (-2.789, 0.066, -1.217)
C (-1.716, -0.832, -1.146)
H (-1.264, -4.876, -4.111)
H (-2.476, -3.822, -3.336)
H (-1.923, -5.300, -2.508)
H (0.246, -4.323, -2.379)
H (-0.898, -1.910, -3.570)
H (0.211, -3.060, -4.373)
H (0.771, -2.113, -2.962)
H (-0.013, -2.827, -0.692)
H (-1.213, -4.130, -0.585)
H (-3.579, -3.695, -1.046)
H (-5.425, -2.066, -1.139)
H (-4.912, 0.355, -1.272)
H (-2.588, 1.132, -1.261)
O (-0.098, 1.856, -2.387)
C (-0.317, 3.053, -2.278)
C (-0.295, 3.981, -3.454)
C (1.173, 4.461, -3.553)
C (1.813, 4.985, -2.256)
C (2.098, 3.922, -1.179)
C (0.898, 3.565, -0.292)
N (-0.375, 3.671, -1.044)
H (-0.961, 4.830, -3.286)
H (-0.595, 3.464, -4.363)
H (1.218, 5.239, -4.316)
H (1.775, 3.625, -3.919)
H (1.220, 5.810, -1.842)
H (2.766, 5.435, -2.540)
H (2.907, 4.267, -0.532)
H (2.468, 3.015, -1.664)
H (0.807, 4.241, 0.558)
H (1.003, 2.559, 0.109)
H (-0.619, 4.646, -1.151)

As for the expectation value of S²: 2.006. The multiplicity is 3. Its net charge is +1. The lowest unoccupied orbital energy (spin up / spin down) is -2.13 / -3.56 eV. For the energy above the lowest of the compared OMol25 structures with the same formula, charge and spin, the calculation gives 6.03 kJ/mol. The value obtained for the gap between HOMO and LUMO (spin up / spin down) is 6.968 / 7.557 eV.

5.
C3H6OS in the gas phase at a distorted geometry. Source: OMol25; level of theory: ωB97M-V with the def2-TZVPD basis set.

Geometry (Å):
O (-1.933, -0.394, 0.141)
C (-0.624, -0.546, -0.436)
C (-0.177, 0.936, -0.207)
C (0.484, -0.062, 0.596)
S (2.283, -0.446, -0.032)
H (-2.282, -1.452, 0.141)
H (-0.655, -1.257, -1.345)
H (0.931, 1.440, -0.748)
H (-0.914, 1.446, 0.373)
H (0.284, -0.516, 1.545)
H (2.604, 0.851, -0.029)

The multiplicity is 1. The lowest unoccupied orbital energy is 0.64 eV. For the energy above the lowest of the compared OMol25 structures with the same formula, charge and spin, the calculation gives 402.99 kJ/mol. The value obtained for the gap between HOMO and LUMO is 9.531 eV. As for the SMILES: O[C@H]1C[C@@H]1S.